# CH6N3S

A gas-phase ion, CH6N3S (charge +1) (ωB97M-V/def2-TZVPD, OMol25).

XYZ file:
```
11
Properties=species:S:1:pos:R:3:lowdin_spin:R:1
C -0.310 -0.060 -0.106 0.188
N -1.245 0.161 0.923 0.511
N 0.759 -1.150 -0.133 0.017
N 0.574 1.201 -0.332 0.012
S -1.960 -0.008 -0.650 1.224
H -1.552 -0.601 1.571 0.028
H 0.542 -1.863 -0.962 0.006
H 0.906 -1.763 0.651 0.004
H 0.705 1.512 -1.224 0.004
H 1.444 0.706 -0.040 0.002
H 0.136 1.865 0.302 0.004
```

Calculated values
total charge = +1
relative energy (zero: lowest compared OMol25 entry of this formula, charge and spin) = 0.755 eV
energy = -16427.6235 eV
spin multiplicity = 3
<S²> = 2.0067
gap between HOMO and LUMO (spin up / spin down) = 7.18 / 8.50 eV


# C16H19ClN

A gas-phase ion, C16H19ClN (charge +1) (ωB97M-V/def2-TZVPD, OMol25).

XYZ file:
```
37
Properties=species:S:1:pos:R:3:mulliken_charge:R:1
C 0.776 -3.006 3.091 -1.390
C 0.614 -2.185 1.838 -0.566
C -0.298 -0.915 2.109 0.950
C -1.721 -0.944 1.942 0.856
C -2.497 -2.198 1.634 -1.648
C -2.486 0.214 2.162 -0.626
C -1.951 1.419 2.627 0.145
C -2.782 2.684 2.771 -1.430
C -0.602 1.367 2.978 -0.691
C 0.194 0.228 2.781 0.966
C 1.544 0.178 3.417 -1.668
H -0.070 -3.726 3.148 0.364
H 1.697 -3.612 3.153 0.461
H 0.737 -2.418 4.031 0.287
H -0.008 -2.769 1.143 0.400
H -3.537 -1.939 1.416 0.394
H -2.092 -2.693 0.749 0.359
H -2.525 -2.913 2.477 0.282
H -3.557 0.154 1.929 0.315
H -2.152 3.528 3.059 0.360
H -3.283 2.961 1.836 0.345
H -3.576 2.629 3.530 0.317
H -0.151 2.256 3.399 0.323
H 1.888 1.199 3.601 0.449
H 1.549 -0.360 4.373 0.300
H 2.264 -0.315 2.763 0.227
Cl 5.025 -1.668 -2.172 -0.110
C 3.813 -1.968 -0.991 0.580
C 2.496 -1.608 -1.273 -0.772
C 1.562 -1.649 -0.272 0.026
N 1.868 -1.989 1.029 0.339
C 3.133 -2.515 1.260 0.151
C 4.126 -2.442 0.279 -0.899
H 2.199 -1.209 -2.228 0.428
H 0.508 -1.439 -0.456 0.419
H 3.379 -2.951 2.234 0.351
H 5.156 -2.688 0.489 0.407
```

Calculated values
total charge = +1
relative energy (zero: lowest compared OMol25 entry of this formula, charge and spin) = 0.000 eV
energy = -30906.2003 eV
SMILES string = Cc1cc(C)c([C@H](C)[n+]2ccc(Cl)cc2)c(C)c1
gap between HOMO and LUMO = 7.08 eV


# C16H31N3O2

2 unconnected molecules or ions with the total composition C16H31N3O2 (ωB97M-V/def2-TZVPD, OMol25).

XYZ file:
```
52
Properties=species:S:1:pos:R:3:lowdin_spin:R:1
C -5.934 -2.253 -3.491 0.000
O -5.053 -2.352 -4.629 0.000
C -3.659 -2.108 -4.235 0.000
C -2.991 -3.469 -3.700 0.000
C -1.848 -3.278 -2.588 0.000
C -2.237 -2.269 -1.404 0.000
C -1.328 -1.290 -0.594 0.000
N -2.296 -0.652 0.280 0.000
C -3.652 -1.110 0.161 0.000
N -3.579 -2.103 -0.884 0.000
H -5.691 -1.397 -2.769 0.000
H -6.999 -2.048 -3.885 0.000
H -6.004 -3.246 -2.892 0.000
H -3.681 -1.249 -3.481 0.000
H -3.097 -1.746 -5.176 0.000
H -2.474 -3.954 -4.615 0.000
H -3.796 -4.224 -3.372 0.000
H -0.805 -3.038 -3.024 0.000
H -1.716 -4.312 -2.079 0.000
H -0.212 -1.109 -0.711 0.000
H -2.083 0.080 0.973 0.000
H -4.595 -0.805 0.715 0.000
H -4.312 -2.685 -1.314 0.000
C 3.238 0.254 3.345 0.001
C 3.623 0.828 1.954 0.023
C 4.400 2.161 2.088 0.014
C 3.531 3.378 2.368 0.001
C 2.405 3.469 1.346 0.013
C 1.560 2.180 1.293 0.024
N 2.393 0.945 1.110 0.322
O 2.786 0.913 -0.195 0.596
C 0.720 2.103 2.594 0.001
C 0.487 2.331 0.186 -0.001
C 4.650 -0.215 1.423 -0.001
H 2.232 0.494 3.675 0.001
H 3.269 -0.842 3.342 0.000
H 3.924 0.598 4.123 0.000
H 4.951 2.355 1.159 0.002
H 5.161 2.078 2.870 0.001
H 3.139 3.339 3.388 0.000
H 4.145 4.283 2.312 0.001
H 1.770 4.329 1.588 0.001
H 2.836 3.679 0.360 0.003
H 0.179 1.151 2.654 0.001
H -0.028 2.900 2.623 0.000
H 1.307 2.226 3.502 0.000
H 0.919 2.536 -0.798 -0.001
H -0.186 3.166 0.400 0.000
H -0.128 1.427 0.108 0.000
H 4.175 -1.182 1.232 0.000
H 5.442 -0.377 2.160 0.000
H 5.141 0.110 0.503 0.000
```

Calculated values
total charge = +1
energy = -25648.6715 eV
spin multiplicity = 2
<S²> = 0.7546
gap between HOMO and LUMO (spin up / spin down) = 7.59 / 8.24 eV


# C30H37BrCoN7OS

A molecular structure, C30H37BrCoN7OS (ωB97M-V/def2-TZVPD, OMol25).

XYZ file:
```
78
Properties=species:S:1:pos:R:3:lowdin_spin:R:1
Co 0.913 0.154 0.239 2.436
O 3.949 0.957 5.365 0.002
C 3.328 1.094 4.143 0.006
C 4.012 0.979 2.918 -0.001
C 3.313 1.052 1.742 0.005
N 1.968 1.214 1.660 0.018
C 1.375 1.465 2.847 0.010
Br -0.400 2.169 2.822 0.006
C 1.974 1.411 4.081 0.000
H 4.869 0.715 5.213 0.000
H 5.087 0.852 2.908 0.000
H 3.832 0.983 0.796 0.000
H 1.412 1.627 4.975 0.000
C 2.252 -3.492 -1.048 0.001
N 2.008 -2.685 -2.205 0.004
C 1.257 -3.283 -3.283 0.002
C 0.709 -2.079 -4.069 0.002
N 1.274 -0.934 -3.379 0.003
C 1.480 -1.343 -2.003 0.008
S 2.733 -0.305 -1.186 0.128
H 2.961 -4.283 -1.308 0.000
H 1.341 -3.961 -0.631 0.001
H 2.699 -2.858 -0.282 0.001
H 0.436 -3.926 -2.917 0.002
H 1.927 -3.904 -3.887 0.000
H -0.395 -2.094 -4.070 0.001
H 1.052 -2.079 -5.110 0.000
H 0.695 -0.103 -3.437 0.000
C -3.989 -1.409 2.168 0.000
C -3.290 -0.101 1.823 0.000
N -1.957 -0.419 1.391 0.000
C -1.158 -1.259 2.085 0.003
N 0.121 -1.172 1.908 0.031
C 1.003 -2.114 2.561 0.003
C 0.303 -3.436 2.862 0.001
C -0.974 -3.129 3.630 0.000
N -1.781 -2.225 2.848 0.002
C -3.166 -2.108 3.242 0.000
H -4.031 -2.035 1.275 0.000
H -5.002 -1.235 2.531 0.000
H -3.282 0.570 2.696 0.000
H -3.803 0.415 1.009 0.000
H -1.430 0.278 0.850 0.003
H 1.386 -1.671 3.494 0.000
H 1.865 -2.281 1.907 0.000
H 0.951 -4.099 3.438 0.000
H 0.039 -3.925 1.921 0.000
H -0.733 -2.701 4.618 0.000
H -1.553 -4.047 3.795 0.000
H -3.252 -1.550 4.189 0.000
H -3.550 -3.122 3.413 0.000
N -0.290 1.334 -0.291 0.152
C -0.582 2.079 -1.292 0.040
C 0.165 3.331 -1.532 0.007
C 1.541 3.375 -1.307 0.003
C 2.244 4.548 -1.490 0.000
C 1.591 5.705 -1.885 0.005
C 0.217 5.684 -2.069 0.000
C -0.491 4.512 -1.895 0.005
C -1.651 1.749 -2.235 0.008
C -2.681 0.858 -1.906 0.003
C -3.642 0.508 -2.828 0.001
C -3.600 1.019 -4.117 0.000
C -2.566 1.874 -4.470 0.001
C -1.604 2.229 -3.551 0.001
H 2.047 2.468 -1.009 0.000
H 3.311 4.562 -1.319 0.000
H 2.141 6.624 -2.035 0.000
H -0.308 6.592 -2.336 0.000
H -1.565 4.513 -2.030 0.000
H -2.708 0.449 -0.910 0.001
H -4.437 -0.172 -2.544 0.000
H -4.350 0.741 -4.843 0.000
H -2.507 2.259 -5.479 0.000
H -0.788 2.868 -3.853 0.000
C 0.272 -1.193 -1.098 0.073
H -0.624 -0.960 -1.683 0.010
H 0.093 -2.120 -0.543 0.010
```

Calculated values
total charge = -1
relative energy (zero: lowest compared OMol25 entry of this formula, charge and spin) = 1.218 eV
energy = -162693.1957 eV
spin multiplicity = 4
<S²> = 3.7801
gap between HOMO and LUMO (spin up / spin down) = 3.80 / 5.54 eV